# C33H31BO4

A 2-piece molecular cluster, C33H31BO4 overall (wB97M-V/def2-TZVPD, the Open Molecules 2025 dataset).

Each line ends with the Löwdin charge.
CARTESIAN COORDINATES (ANGSTROEM)
C (-4.9629, -3.8580, 4.4914)  -0.03
C (-3.9042, -2.9197, 4.5667)  -0.34
C (-3.1135, -2.3532, 5.5659)  0.00
C (-2.2834, -1.3895, 4.9375)  0.04
C (-2.6568, -1.4169, 3.5950)  -0.25
B (1.2714, -0.4655, 2.3609)  -0.35
C (0.8986, -0.1900, 3.9079)  -0.12
C (0.2500, 0.8890, 4.6075)  -0.02
C (1.0281, 1.1185, 5.7847)  -0.01
C (1.9848, 0.1223, 5.8358)  -0.32
C (3.1886, -0.1989, 6.5158)  -0.02
O (1.7607, -0.7793, 4.8144)  0.04
C (1.3115, -2.0412, 2.1639)  -0.10
C (0.5092, -3.2417, 2.1929)  0.00
C (1.3801, -4.3281, 1.8162)  -0.03
C (2.5931, -3.7858, 1.5085)  -0.34
C (3.8955, -3.9964, 0.9522)  -0.02
O (2.5287, -2.4264, 1.6899)  0.00
C (-2.2175, -0.6329, 2.5745)  -0.23
C (-2.4729, -1.0300, 1.2338)  -0.02
C (-3.3025, -0.0077, 0.7205)  0.00
C (-3.2609, 1.0475, 1.6509)  -0.31
C (-4.1577, 2.1026, 1.9739)  -0.03
O (-2.4605, 0.7355, 2.7329)  0.04
O (-3.5745, -2.3857, 3.3574)  0.10
H (-5.2684, -4.0234, 5.5139)  0.09
H (-5.7843, -3.4516, 3.8875)  0.10
H (-4.6139, -4.7955, 4.0430)  0.10
H (-3.1164, -2.5663, 6.6080)  0.10
H (-1.4652, -0.7921, 5.3252)  0.10
H (-0.6040, 1.5178, 4.2884)  0.12
H (0.9244, 1.9366, 6.4769)  0.10
H (3.8576, 0.6414, 6.5137)  0.09
H (2.9506, -0.4798, 7.5215)  0.08
H (3.6436, -1.0321, 5.9967)  0.10
H (-0.5588, -3.4012, 2.5081)  0.11
H (1.1744, -5.4052, 1.7696)  0.11
H (4.1666, -5.0195, 1.0630)  0.08
H (3.8710, -3.6984, -0.0925)  0.09
H (4.5842, -3.3266, 1.4556)  0.09
H (-2.1096, -1.9724, 0.8177)  0.13
H (-3.9516, -0.1176, -0.1356)  0.12
H (-4.5997, 2.4332, 1.0414)  0.09
H (-4.9370, 1.7093, 2.6523)  0.11
H (-3.6231, 2.9179, 2.4867)  0.10
C (0.1990, 0.3294, 1.4265)  -0.04
C (1.0284, 1.6046, 1.6576)  -0.16
C (0.6772, 2.9390, 1.7429)  0.01
C (1.6329, 3.8207, 2.3119)  -0.05
C (2.8727, 3.3934, 2.7911)  -0.07
C (3.2325, 2.0450, 2.6750)  -0.02
C (2.3286, 1.1952, 2.0646)  -0.07
C (0.5339, -0.1818, -0.0508)  -0.11
C (-0.3462, -0.8353, -0.9387)  -0.03
C (0.1765, -1.6330, -1.9757)  -0.07
C (1.5499, -1.6498, -2.2399)  -0.10
C (2.3879, -0.8319, -1.5004)  -0.08
C (1.8615, -0.0615, -0.4719)  -0.06
H (-0.8461, 0.4681, 1.4797)  0.07
H (-0.2839, 3.2713, 1.3595)  0.12
H (1.3806, 4.8734, 2.3952)  0.10
H (3.5944, 4.0702, 3.2580)  0.11
H (4.1817, 1.6310, 3.0218)  0.13
H (2.6719, 0.1066, 1.9712)  0.18
H (-1.4287, -0.7573, -0.8051)  0.08
H (-0.5112, -2.2466, -2.5612)  0.10
H (1.9537, -2.2771, -3.0270)  0.10
H (3.4459, -0.7720, -1.7032)  0.10
H (2.5457, 0.6346, -0.0054)  0.10

Cartesian forces, eV/Å:
-1.2 -1.4 0.1
2.6 2.0 0.6
-0.8 -0.3 -1.3
-0.8 -0.5 -1.4
2.2 -1.6 4.6
-5.9 -1.7 2.9
-1.3 1.7 1.2
1.3 -1.0 -1.4
0.5 -1.2 0.0
-2.8 0.0 -2.0
1.0 -0.4 1.3
0.7 2.1 -0.7
0.0 -2.6 -1.2
0.3 1.9 0.7
0.7 -0.1 -0.3
-1.7 2.0 0.7
0.9 -0.9 -0.7
-0.5 -0.2 0.6
-0.1 0.7 -4.6
0.0 0.3 2.7
0.5 1.8 0.9
1.1 -2.8 -0.8
-0.9 1.8 -0.1
-1.6 -1.6 -1.0
-0.1 0.5 0.6
-0.5 -0.4 0.1
0.0 -0.2 0.2
-0.3 0.0 0.1
-0.2 -0.3 0.5
-0.4 -0.1 0.0
0.9 -0.5 -0.1
0.0 0.0 0.1
0.5 0.4 0.2
0.4 -0.2 0.9
0.2 -0.1 0.1
1.4 0.6 -0.3
-0.2 0.7 0.0
0.7 -0.8 -0.2
0.2 -0.2 -0.3
0.3 -0.2 0.1
-0.8 0.3 0.3
0.2 0.5 -0.2
-0.4 0.5 0.1
0.2 0.3 -0.2
-0.4 -0.1 -0.3
3.4 1.6 -3.5
0.2 -0.9 -0.1
1.2 0.0 0.3
-0.4 -0.1 -0.2
0.1 -0.3 -0.1
0.0 -0.3 -0.2
-0.5 0.8 0.5
0.0 0.7 0.2
0.4 -0.4 0.3
0.0 0.5 0.2
-0.4 -0.3 0.0
-0.5 0.3 0.0
0.3 -0.5 -0.5
-0.1 0.1 0.6
0.1 0.1 0.3
0.0 -0.1 0.0
-0.5 0.0 -0.2
-0.2 0.4 0.0
-0.1 0.3 -0.2
0.6 -0.2 0.0
0.2 0.3 0.0
-0.1 0.0 0.1
0.1 0.0 -0.2
-0.1 -0.3 0.0

The energy above the lowest of the compared OMol25 structures with the same formula, charge and spin comes out at 477.5 kJ/mol. The largest force on an atom is 6.78 eV/A. The LUMO energy comes out at 0.34 eV. The HOMO-LUMO gap is 0.2649 Eh. Its spin multiplicity is 1.

# C33H31BaN13O2S2

C33H31BaN13O2S2 as an isolated structure (wB97M-V/def2-TZVPD, the Open Molecules 2025 dataset).

Each line ends with the Löwdin charge.
CARTESIAN COORDINATES (ANGSTROEM)
Ba (0.0446, 0.0606, 0.6927)  1.49
C (1.9921, 2.9690, 2.2450)  -0.21
C (0.5755, 3.0645, 2.8008)  -0.23
N (-0.4454, 2.6408, 1.8497)  -0.17
C (-0.7437, 3.5742, 0.7893)  -0.17
C (0.2924, 3.5642, -0.3259)  -0.31
C (0.6776, 4.7251, -0.9856)  -0.02
C (1.6264, 4.6303, -1.9912)  -0.04
C (2.1799, 3.3995, -2.3058)  -0.01
C (1.7322, 2.2776, -1.6177)  -0.28
C (2.2782, 0.8956, -1.9320)  -0.16
N (2.5186, 0.0453, -0.7710)  -0.16
C (3.6708, 0.3561, 0.0819)  -0.20
C (3.5225, 1.6214, 0.9164)  -0.21
N (2.3406, 1.6244, 1.7743)  -0.12
N (0.8026, 2.3839, -0.6746)  0.03
H (2.6847, 3.3333, 3.0165)  0.13
H (2.1080, 3.6492, 1.3977)  0.10
H (0.4087, 4.0982, 3.1394)  0.12
H (0.4884, 2.4155, 3.6707)  0.04
H (-1.2743, 2.2621, 2.3067)  0.04
H (-0.8316, 4.6153, 1.1361)  0.12
H (-1.7152, 3.3060, 0.3598)  0.12
H (0.2607, 5.6825, -0.7033)  0.12
H (1.9529, 5.5203, -2.5139)  0.11
H (2.9464, 3.3104, -3.0637)  0.11
H (3.1793, 1.0229, -2.5486)  0.12
H (1.5349, 0.3894, -2.5558)  0.12
H (2.5593, -0.9282, -1.0448)  0.11
H (4.5965, 0.4316, -0.5072)  0.12
H (3.7938, -0.4971, 0.7523)  0.09
H (3.4501, 2.4910, 0.2588)  0.10
H (4.4574, 1.7517, 1.4798)  0.13
H (2.4479, 0.9958, 2.5668)  0.07
N (-0.4130, -4.1203, 3.0368)  0.12
C (-1.5713, -4.2094, 2.3109)  -0.07
C (-1.3788, -3.3999, 1.2343)  -0.16
N (-0.1273, -2.8265, 1.2825)  0.00
C (0.4142, -3.2636, 2.3993)  -0.31
C (1.6810, -2.8283, 2.9680)  -0.36
N (2.7331, -2.4095, 2.3040)  0.11
C (3.6262, -2.0257, 3.2772)  -0.16
C (3.0914, -2.2108, 4.5194)  -0.10
N (1.8530, -2.7486, 4.3087)  0.08
H (-0.3031, -4.4794, 3.9745)  0.14
H (-2.4189, -4.7774, 2.6447)  0.12
H (-2.0710, -3.1875, 0.4382)  0.10
H (4.6087, -1.6585, 3.0325)  0.09
H (3.4614, -2.0081, 5.5069)  0.11
H (1.0936, -2.7674, 4.9826)  0.06
S (0.2724, -0.1066, 3.8171)  0.52
C (-1.1835, -1.0547, 4.0689)  -0.75
C (-0.9627, -2.0844, 5.0517)  -0.29
N (-0.6055, -2.9251, 5.7588)  0.15
C (-2.3688, -1.0019, 3.3906)  -0.81
S (-2.8232, 0.0201, 2.0503)  0.40
C (-3.3768, -1.9654, 3.7736)  -0.32
N (-4.1887, -2.7275, 4.0637)  0.15
O (-4.0140, 0.4283, -6.7859)  0.08
N (-4.2055, -0.5882, -6.1429)  -0.34
O (-5.0138, -1.4469, -6.4220)  0.10
C (-3.3332, -0.8334, -4.9785)  -0.08
C (-2.9976, -2.1112, -4.7527)  0.07
C (-2.0866, -2.4394, -3.7043)  -0.13
C (-1.7047, -3.7733, -3.4696)  0.01
C (-0.8105, -4.0360, -2.4730)  -0.02
C (-0.3117, -2.9560, -1.7274)  -0.14
N (-0.6609, -1.6988, -1.9161)  0.09
C (-1.5471, -1.4313, -2.8984)  -0.14
C (-1.9692, -0.0550, -3.1090)  -0.13
N (-1.4933, 0.8832, -2.2624)  0.12
C (-1.8927, 2.1223, -2.4333)  -0.11
C (-2.7943, 2.5243, -3.4252)  -0.02
C (-3.2819, 1.5891, -4.2916)  0.01
C (-2.8604, 0.2522, -4.1575)  -0.06
H (-3.4030, -2.8945, -5.3795)  0.14
H (-2.1273, -4.5622, -4.0790)  0.12
H (-0.4804, -5.0376, -2.2381)  0.11
H (0.3960, -3.1400, -0.9289)  0.09
H (-1.4912, 2.8618, -1.7555)  0.08
H (-3.0947, 3.5604, -3.4905)  0.11
H (-3.9767, 1.8660, -5.0671)  0.11

Cartesian forces, eV/Å:
-0.3 -0.5 0.2
0.1 0.0 0.0
0.0 0.0 0.0
0.2 -0.1 -0.1
0.0 0.2 0.0
0.1 0.0 -0.2
0.0 0.0 0.0
0.0 0.1 0.0
0.0 0.0 0.0
0.1 0.2 0.0
0.2 0.0 -0.1
-0.2 0.3 0.2
0.0 -0.2 0.0
0.0 0.0 0.0
-0.1 0.1 -0.2
-0.1 -0.3 0.2
0.0 0.0 0.0
0.0 0.0 0.0
0.0 0.0 0.0
0.0 0.0 0.0
0.1 0.1 0.0
-0.1 0.0 0.1
0.0 0.0 0.0
0.0 0.0 0.0
0.0 0.0 0.0
0.0 0.0 0.0
0.0 0.0 0.0
0.0 0.0 0.0
0.1 0.0 -0.1
0.0 0.1 0.0
-0.1 0.0 0.0
0.0 0.0 0.0
0.0 0.0 0.0
0.1 0.0 0.0
-0.2 -0.2 0.0
0.1 0.2 -0.1
0.0 -0.2 -0.1
-0.1 0.1 0.1
0.1 -0.1 0.1
0.0 0.0 0.1
0.1 0.0 -0.1
0.0 0.1 0.0
-0.1 -0.1 -0.2
0.6 -0.1 -0.1
0.1 0.1 -0.1
0.0 0.0 0.0
0.0 0.0 0.0
0.0 0.0 0.0
0.0 0.0 0.0
0.2 -0.2 0.1
-0.5 0.3 0.0
0.3 -0.1 0.1
-0.4 0.4 -0.2
-0.3 -0.1 0.3
-0.1 -0.2 -0.1
0.1 0.0 0.2
0.1 0.3 0.0
-0.1 -0.1 0.0
-0.1 -0.1 0.1
0.2 0.0 -0.1
-0.1 0.1 0.0
-0.1 0.2 0.0
0.0 -0.2 0.0
0.0 -0.1 -0.1
0.0 0.0 0.0
0.0 0.1 0.0
0.2 0.0 -0.1
0.1 0.0 0.1
0.0 0.1 0.1
0.0 0.0 0.0
0.0 -0.1 0.0
-0.1 0.0 -0.1
0.0 0.0 0.1
0.0 -0.1 0.0
0.0 0.0 0.0
0.0 0.0 0.0
0.0 0.0 0.0
0.0 0.0 0.0
0.0 0.0 0.0
0.0 0.0 0.0
0.0 0.0 0.0
0.0 0.0 0.0

The energy above the lowest of the compared OMol25 structures with the same formula, charge and spin comes out at 1.1 kJ/mol. The largest force on an atom is 0.62 eV/A. The LUMO energy comes out at -1.21 eV. The HOMO-LUMO gap is 0.1888 Eh. Its spin multiplicity is 1.

# C33H31BeNOP2SbSe4

C33H31BeNOP2SbSe4 as an isolated structure (wB97M-V/def2-TZVPD, the Open Molecules 2025 dataset).

Each line ends with the Löwdin charge.
CARTESIAN COORDINATES (ANGSTROEM)
Be (-2.3088, -0.7861, -0.5787)  -0.63
C (1.1282, -3.2927, 0.9821)  -0.17
N (0.8639, -1.9353, 0.4799)  -0.49
P (1.1920, -1.9051, -1.2426)  1.02
C (3.0313, -1.9462, -1.1680)  -0.37
C (3.8153, -1.7614, -0.0361)  -0.12
C (5.1940, -1.7187, -0.1425)  -0.09
C (5.8020, -1.8578, -1.3789)  -0.10
C (5.0272, -2.0432, -2.5124)  -0.09
C (3.6505, -2.0893, -2.4040)  -0.11
C (1.1805, -0.1073, -1.6104)  -0.36
C (1.9999, 0.8010, -0.9463)  -0.09
C (2.1435, 2.0862, -1.4311)  -0.09
C (1.4880, 2.4733, -2.5888)  -0.08
C (0.6652, 1.5765, -3.2468)  -0.08
C (0.5229, 0.2843, -2.7711)  -0.11
P (-0.6913, -1.2722, 0.8628)  1.01
C (-0.2777, 0.1596, 1.8787)  -0.36
C (-1.3382, 0.9590, 2.2937)  -0.11
C (-1.1024, 2.0808, 3.0612)  -0.07
C (0.1953, 2.4149, 3.4144)  -0.10
C (1.2539, 1.6191, 3.0082)  -0.09
C (1.0189, 0.4917, 2.2420)  -0.10
C (-1.3358, -2.4226, 2.1027)  -0.36
C (-2.0362, -3.5278, 1.6252)  -0.11
C (-2.5707, -4.4433, 2.5114)  -0.06
C (-2.4168, -4.2432, 3.8750)  -0.08
C (-1.7375, -3.1339, 4.3541)  -0.09
C (-1.1919, -2.2215, 3.4713)  -0.08
H (2.1124, -3.6048, 0.6255)  0.06
H (0.4023, -4.0312, 0.6342)  0.08
H (1.1263, -3.2822, 2.0734)  0.09
H (3.3553, -1.6438, 0.9337)  0.09
H (5.7990, -1.5648, 0.7417)  0.10
H (6.8798, -1.8272, -1.4568)  0.10
H (5.4984, -2.1429, -3.4804)  0.10
H (3.0307, -2.2264, -3.2802)  0.10
H (2.5391, 0.5045, -0.0597)  0.09
H (2.7824, 2.7922, -0.9188)  0.11
H (1.6164, 3.4754, -2.9771)  0.11
H (0.1468, 1.8854, -4.1430)  0.11
H (-0.1018, -0.4355, -3.2859)  0.08
H (-2.3471, 0.6985, 2.0133)  0.03
H (-1.9324, 2.6908, 3.3810)  0.11
H (0.3801, 3.2935, 4.0153)  0.10
H (2.2659, 1.8752, 3.2919)  0.10
H (1.8304, -0.1438, 1.9215)  0.08
H (-2.1683, -3.6658, 0.5592)  0.07
H (-3.1149, -5.3000, 2.1390)  0.11
H (-2.8424, -4.9485, 4.5734)  0.10
H (-1.6362, -2.9725, 5.4200)  0.10
H (-0.6612, -1.3531, 3.8387)  0.10
Se (-4.1874, -0.5206, 0.5087)  0.18
Sb (-4.8001, -1.8305, -1.6098)  -0.20
Se (-2.3179, -2.2900, -2.1419)  0.12
Se (-5.6862, -0.2727, -3.2786)  -0.19
Se (-5.9997, -3.8395, -1.0174)  -0.26
C (-2.7065, 1.5521, -2.9680)  -0.04
C (-2.0687, 1.6865, -1.6491)  -0.30
O (-1.9015, 0.6927, -0.9105)  -0.15
C (-1.5611, 2.9838, -1.1998)  -0.13
C (-2.0017, 4.2061, -1.7129)  -0.01
C (-1.3995, 5.3778, -1.2996)  -0.08
C (-0.3732, 5.3515, -0.3680)  -0.08
C (0.0360, 4.1491, 0.1822)  -0.07
C (-0.5585, 2.9764, -0.2288)  -0.02
H (-2.4714, 0.5692, -3.3823)  0.06
H (-2.4109, 2.3361, -3.6575)  0.08
H (-3.8074, 1.5650, -2.8756)  0.01
H (-2.8203, 4.2469, -2.4142)  0.12
H (-1.7429, 6.3275, -1.6834)  0.10
H (0.0998, 6.2730, -0.0657)  0.10
H (0.8062, 4.1246, 0.9375)  0.10
H (-0.2540, 2.0232, 0.1685)  0.09

Cartesian forces, eV/Å:
-0.1 -0.5 -0.1
0.3 -0.1 0.2
-0.5 0.0 -0.4
0.3 0.1 0.1
-0.1 -0.2 -0.1
0.0 -0.1 0.0
0.1 0.0 0.1
0.2 0.0 0.0
0.1 0.1 -0.1
0.0 -0.1 0.1
0.0 -0.2 -0.2
-0.1 0.2 0.0
0.2 0.1 0.0
0.0 0.0 -0.1
0.1 0.2 -0.2
0.0 -0.1 0.1
0.2 -0.2 0.6
0.0 0.1 0.1
0.0 0.0 0.1
0.0 0.0 0.1
0.1 0.1 0.1
0.1 0.2 0.1
-0.1 -0.1 0.0
-0.2 0.0 -0.1
0.0 0.0 0.0
0.0 -0.1 0.1
-0.1 -0.1 0.1
0.0 -0.1 0.2
0.1 0.0 -0.2
0.0 0.0 0.1
0.0 0.0 0.0
0.0 -0.1 -0.1
-0.1 0.0 0.1
0.0 0.0 0.0
0.1 0.0 0.0
0.0 0.0 -0.1
0.0 0.0 -0.1
0.0 0.0 0.0
0.0 0.0 0.1
0.0 0.0 0.0
0.0 0.0 -0.1
-0.1 0.0 0.0
-0.2 0.0 -0.1
-0.1 0.1 0.0
0.0 0.1 0.1
0.1 0.0 0.0
0.1 -0.1 0.0
-0.1 0.0 -0.1
-0.1 0.0 0.0
-0.1 -0.1 0.1
0.0 0.0 0.0
0.0 0.0 0.0
-0.1 -0.4 -0.2
-0.3 0.1 -0.1
-0.3 0.0 0.0
0.0 -0.4 0.2
0.2 0.1 -0.1
-0.2 -0.1 -0.2
-0.1 -1.2 0.2
0.3 2.3 -0.7
0.3 0.4 0.6
0.1 -0.3 -0.1
-0.1 0.2 0.0
0.0 0.0 0.0
0.0 0.2 0.1
-0.4 -0.1 -0.1
-0.1 0.0 0.1
0.1 0.1 0.0
0.1 -0.2 0.1
-0.1 -0.1 -0.1
0.0 0.0 -0.1
0.0 0.1 0.1
0.1 0.0 0.0
0.1 0.0 0.1

The energy above the lowest of the compared OMol25 structures with the same formula, charge and spin comes out at 19.2 kJ/mol. The largest force on an atom is 2.44 eV/A. The LUMO energy comes out at 1.55 eV. As for the net charge: -1. The HOMO-LUMO gap is 0.2032 Eh. Its spin multiplicity is 1.